1.
28
Properties=species:S:1:pos:R:3:forces:R:3:lowdin_charge:R:1 method="wB97M-V/def2-TZVPD" e_above_lowest_kcal_mol=101.03 max_force_ev_per_a=5.95 charge=0 e_tot_ha=-686.43737 homo_lumo_gap_ev=9.40 lumo_ha=0.0257
C 1.5425 -2.0430 0.2685 1.5533 -2.1960 -0.5185 0.003
N 0.6100 2.2569 1.8428 -0.7910 5.5624 -1.9734 0.186
H -2.7130 0.2007 0.2011 -0.6182 -1.3794 -0.4187 0.108
C 2.5239 -0.9375 -0.0952 -2.1478 -0.2393 -1.1101 -0.468
O -0.7987 -1.6738 0.3553 -1.0028 -0.5674 1.1379 -0.038
O 0.3656 -1.4187 2.3128 -0.0253 0.1252 -1.5033 0.102
C 1.4163 -0.0325 -1.9404 -0.7865 -0.2041 -1.0653 -0.228
H -2.5694 -2.6949 1.1899 1.0792 0.3162 -0.2617 0.135
C -2.1313 -1.6879 1.0162 0.2290 1.1543 1.7828 -0.213
H 0.9500 4.0476 -0.7499 1.1808 -0.2030 0.8247 0.079
C -3.0908 -0.8751 0.2130 2.7001 0.5279 -2.0054 -0.090
H 1.3723 -2.5081 -0.7317 -1.0634 0.4168 0.8688 0.132
C 1.5934 3.8462 0.1526 -1.1094 0.9015 -1.6835 -0.026
N 2.5005 -0.1999 -1.1167 0.7767 0.4360 0.6462 0.115
H -4.0330 -0.9041 0.6656 -1.5500 -0.1632 0.3879 0.056
C 0.3242 -1.6283 1.1157 -0.2719 -1.0328 0.3341 -0.464
H -3.0151 -1.3982 -0.7669 -0.8634 1.1183 0.0767 0.095
H 2.1567 -2.9235 0.8074 -1.4387 2.3289 -0.6622 0.179
H 0.1678 0.5308 -0.5240 -0.4232 0.6424 3.7298 -0.011
C 0.2150 0.3315 -1.5022 -0.7723 0.4278 -3.4534 0.014
H -0.7115 0.6611 -2.0564 1.4857 -0.7961 0.1357 0.091
O 3.4891 -0.9119 0.7551 2.2171 -0.2944 2.6416 0.119
H 0.8385 1.3854 2.0809 1.2547 -4.4169 0.6332 -0.009
C 1.1026 2.9677 0.9649 -0.4364 -1.7955 2.3489 -0.276
H 2.3992 4.5078 0.4458 -0.1105 -0.1578 -0.1165 0.053
H 1.6589 -0.1492 -2.9916 -0.1435 0.0086 -0.0539 0.103
H 3.8758 -0.0550 0.9349 0.2286 0.4420 -0.6328 0.130
H -2.1217 -1.1194 1.9687 0.8491 -0.9627 -0.0895 0.123


2.
81
Properties=species:S:1:pos:R:3:forces:R:3:lowdin_charge:R:1 method="wB97M-V/def2-TZVPD" max_force_ev_per_a=0.17 charge=+1 e_tot_ha=-3867.17436 homo_lumo_gap_ev=6.68 lumo_ha=-0.1538
C 1.1841 2.3849 5.5172 0.0307 0.0424 -0.0220 -0.050
C -0.3043 0.5665 4.9829 0.0356 0.0463 0.0120 -0.057
H -2.3338 -3.8596 -5.5295 -0.0014 -0.0043 -0.0021 0.128
H 0.3925 4.4908 -3.5702 0.0033 -0.0091 -0.0034 0.114
C -1.0300 -3.2202 1.5581 0.0050 -0.0035 -0.0073 -0.040
C -1.6379 0.5936 0.2120 -0.0599 0.0137 0.0143 -0.440
H -2.6884 2.9516 -1.8959 -0.0003 0.0053 -0.0106 0.027
C 0.8320 3.6158 0.1080 0.0170 0.0017 0.1736 -0.312
C 0.5377 4.2491 -2.5246 -0.0032 -0.0133 -0.0316 -0.057
C -1.9336 -6.4802 -5.2943 -0.0016 -0.0031 -0.0034 -0.170
H 0.3233 1.0644 6.9709 0.0011 0.0015 0.0048 0.113
H 0.4019 -5.0960 -1.5983 0.0038 0.0038 0.0087 0.128
H -1.7075 0.3648 -0.8737 -0.0052 -0.0006 0.0020 0.016
H -2.7404 2.2055 3.0538 0.0053 0.0015 0.0099 0.015
C 3.7083 -0.9773 0.0481 -0.0157 -0.0222 -0.0082 -0.085
C -1.4387 -5.4576 -4.4118 -0.0083 -0.0200 -0.0183 -0.214
C -0.2616 -2.5269 -0.4380 -0.0324 -0.0194 -0.0134 -0.262
H 2.9772 -0.1444 -4.5084 0.0055 0.0048 -0.0068 0.109
H -1.5334 -3.7491 2.3499 -0.0098 -0.0087 -0.0002 0.107
H -1.7334 -4.1806 -0.3039 -0.0120 -0.0048 0.0069 0.121
C -0.6686 -5.8121 -3.3069 0.0096 0.0212 0.0195 -0.001
N 0.6749 2.2063 1.8418 -0.0778 0.0217 0.0040 -0.084
H 0.9677 5.7204 0.4925 -0.0047 0.0003 0.0075 0.119
H 3.5535 1.1688 0.1952 -0.0369 -0.0068 -0.0104 0.111
H 1.8994 3.5455 3.8450 0.0021 0.0048 -0.0044 0.118
C 0.7162 5.2737 -1.6068 0.0056 0.0069 0.0500 -0.060
C -2.7007 2.9322 2.2423 0.0005 0.0059 -0.0015 -0.212
H -3.5297 3.6282 2.3789 -0.0005 0.0066 0.0115 0.028
Zr 0.5063 0.4887 0.2590 0.0575 0.0011 -0.1229 1.691
C -0.4858 -3.4863 -2.7093 0.0119 0.0199 0.0292 -0.182
C -1.1224 -3.4472 0.1956 0.0318 -0.0035 -0.0249 0.006
N 0.8380 3.3940 1.4991 0.0110 -0.0155 -0.0632 0.131
N 0.3437 -1.7287 0.5284 0.0188 0.0414 0.0695 -0.098
H -4.8410 0.7996 -0.5616 -0.0147 -0.0010 -0.0006 0.023
C 0.8577 4.9568 -0.2661 0.0150 -0.0108 -0.0486 -0.014
C -2.7236 3.4224 -0.9131 0.0074 -0.0089 0.0023 -0.203
H 1.7256 2.9645 6.2524 -0.0044 -0.0045 0.0085 0.115
N -2.3285 -7.2959 -5.9991 -0.0042 -0.0102 -0.0072 0.178
C 2.9445 -1.0179 2.7263 -0.0065 -0.0059 -0.0007 -0.084
C 0.7069 2.5380 -0.7900 -0.0457 -0.0397 -0.0768 -0.203
C 2.2999 -0.3980 -3.7105 -0.0559 -0.0057 -0.0053 -0.036
H -0.4392 -6.8526 -3.1238 -0.0012 -0.0017 -0.0027 0.128
C 2.0812 0.3451 -2.5462 0.0621 0.0358 0.0416 -0.181
H -1.8225 4.0205 -0.7829 -0.0054 0.0023 -0.0046 -0.002
H 0.7250 6.3055 -1.9296 -0.0005 0.0032 -0.0030 0.113
C 0.3963 1.3131 5.9210 -0.0348 -0.0442 -0.0131 -0.058
C 0.5885 1.9592 3.2478 0.0144 0.0056 -0.0638 -0.294
H -0.7991 0.3561 2.9012 0.0084 0.0077 -0.0016 0.085
H -0.9374 -0.2522 5.2977 -0.0028 -0.0019 0.0056 0.115
H 3.8845 -3.1013 0.2284 -0.0044 -0.0053 0.0041 0.116
H 0.2219 -1.7376 2.6410 0.0114 0.0061 -0.0043 0.095
H -5.4633 2.0428 0.5311 -0.0074 0.0039 0.0000 0.024
Ge -2.9139 2.0853 0.4934 0.0157 -0.0063 -0.0185 0.745
C 1.4714 -1.4982 -3.6208 0.0250 -0.0172 0.0032 0.012
C -1.7312 -4.1215 -4.6711 0.0097 0.0270 0.0251 -0.001
C -1.2445 -3.1398 -3.8263 -0.0067 -0.0371 -0.0125 -0.006
H 0.3933 2.1584 -2.8856 -0.0181 0.0019 0.0083 0.094
N 1.1907 -0.2375 -1.7299 0.0172 -0.0290 -0.0799 -0.083
C 0.5378 2.9136 -2.1215 0.0294 0.0634 0.0402 -0.134
H -4.8163 0.5336 1.1854 -0.0033 -0.0026 0.0046 0.021
H -1.7742 3.5008 2.3213 0.0025 -0.0049 0.0085 0.003
C 3.2498 -2.1998 2.0707 0.0030 0.0084 -0.0180 -0.070
C -0.2027 -4.8278 -2.4542 -0.0222 -0.0003 -0.0371 -0.009
C -0.2050 0.8904 3.6382 -0.0114 -0.0197 0.0238 -0.065
C 1.2868 2.7182 4.1760 -0.0248 -0.0514 0.0527 -0.018
H -2.0600 -0.2853 0.7210 0.0037 0.0029 -0.0066 0.005
C 3.6363 -2.1779 0.7347 -0.0088 0.0226 0.0166 -0.058
C 0.0217 -2.4244 -1.8091 -0.0020 0.0010 0.0137 -0.029
C 0.8004 -1.4172 -2.3797 -0.0214 0.0201 0.0664 -0.243
H 3.1943 -3.1410 2.6016 0.0019 -0.0053 -0.0046 0.117
H 4.0037 -0.9661 -0.9928 0.0116 0.0057 0.0043 0.110
H 2.9126 1.1200 2.5936 -0.0240 0.0042 -0.0262 0.093
H -1.4677 -2.0992 -4.0205 0.0024 0.0064 0.0006 0.128
H 1.3763 -2.3065 -4.3269 0.0025 -0.0047 -0.0070 0.124
C 3.4125 0.2182 0.7028 0.0504 -0.0148 0.0310 -0.147
C -4.6912 1.2838 0.4039 -0.0120 -0.0190 -0.0127 -0.220
C -0.1216 -2.1704 1.7117 0.0002 0.0115 0.0265 -0.170
H 2.5403 1.2844 -2.2803 -0.0013 -0.0176 0.0026 0.109
H 2.6648 -1.0261 3.7725 0.0080 0.0042 0.0046 0.116
C 3.0376 0.1958 2.0473 0.0606 0.0017 -0.0068 -0.129
H -3.5857 4.0898 -0.8867 -0.0048 0.0080 -0.0014 0.029


3.
112
Properties=species:S:1:pos:R:3:forces:R:3:lowdin_spin:R:1 method="wB97M-V/def2-TZVPD" max_force_ev_per_a=1.54 charge=-1 e_tot_ha=-6044.38797 homo_lumo_gap_ev="5.30 / 5.96" spin_multiplicity=3 s_squared=2.023 lumo_ha="0.0787 / 0.0786"
H -4.9954 1.1206 4.0217 0.0450 -0.0899 -0.0180 0.000
H 4.4974 4.1826 -3.2282 -0.0491 -0.0758 0.0208 0.000
C -2.1444 -1.7554 -1.8131 -0.0627 0.0477 0.1824 0.004
C -3.1202 2.6113 1.4881 -0.0004 0.3309 0.2999 0.031
C -2.1112 -2.7554 -2.7747 -0.0988 -0.0395 0.0638 0.000
C 4.7726 2.1226 -2.6782 -0.0209 0.0082 0.0089 0.001
C 0.4645 0.5885 -4.1826 -0.0385 -0.0299 -0.0117 0.000
C 4.0640 3.3143 -2.7375 -0.0015 -0.0350 -0.0078 -0.001
H -5.1539 2.8828 -4.7973 0.0590 0.0015 0.0377 0.000
C -5.4870 -0.9679 4.1481 0.0556 -0.0687 -0.0139 0.000
C -0.1775 -1.8546 7.0611 -0.0172 -0.0282 -0.0614 0.000
C 2.7809 3.3997 -2.1899 -0.0452 0.0426 -0.0233 0.001
H -1.6715 -3.4161 2.1605 -0.0859 -0.0267 -0.0839 0.000
H 6.2616 1.0549 -3.8193 -0.0078 0.0641 0.0292 0.000
C 1.7581 -1.8589 -4.4423 0.0150 0.0528 0.0131 0.000
C 3.7818 -1.8807 -1.4416 -0.0175 -0.0951 -0.0039 -0.001
H 4.8723 -1.9921 -1.4469 -0.0961 -0.0111 -0.0117 0.000
C -0.5314 -0.4575 2.8488 0.3544 -0.4952 -0.5968 0.009
C -3.3785 0.2589 -3.6250 0.1173 0.1914 0.1028 0.000
C -4.6250 0.1017 3.9636 -0.0220 0.0016 -0.0116 0.001
H -1.2610 -0.4548 5.8467 -0.0071 -0.0575 -0.0112 0.000
C -1.2900 -1.6954 3.4029 0.1162 -0.2044 0.1322 0.001
C 0.8509 -1.6596 -3.4087 0.0379 0.1678 -0.0087 0.000
N -2.7196 3.6907 2.2116 0.0665 -0.0420 -0.0561 0.193
C 2.0435 -0.8266 -5.3283 -0.0425 0.0170 0.0457 0.000
H -1.0085 4.7139 2.7991 -0.0699 -0.1040 -0.0394 -0.004
H -5.6552 -3.1128 4.2230 0.0137 0.0257 -0.0086 0.000
H 2.7730 -0.9761 -6.1172 -0.0439 0.0134 0.0252 0.000
H -0.0410 1.5430 -4.0735 0.0380 -0.0016 -0.0024 0.000
C -0.5046 3.0284 1.6129 -0.0113 -0.1681 -0.0315 0.127
C 0.9324 3.1810 1.6928 -0.2604 -0.2119 0.0018 0.029
H 3.4802 -1.4291 -2.3811 -0.0088 0.0006 -0.0483 0.000
C -3.2748 -0.1194 3.7051 -0.0374 0.1172 -0.0272 0.002
H 3.6472 4.4729 1.9482 0.1419 0.1199 0.0389 0.000
H -2.6048 0.7219 3.5727 -0.0930 -0.0468 0.0418 0.001
H -6.5369 -0.7957 4.3559 0.0486 -0.0091 -0.0211 0.000
C -2.2688 1.7610 0.8615 0.4847 0.1246 -0.0812 0.103
H 2.5747 5.4279 -2.8773 -0.0083 -0.0282 0.0402 0.000
H -0.2706 -1.2535 7.9593 0.0212 -0.0337 -0.0599 0.000
C 3.2969 -1.0468 -0.2250 0.1053 0.2468 0.0102 0.000
N -0.9063 1.9274 0.8851 -0.1130 0.5534 0.6884 0.161
C 0.0526 -3.3709 4.7536 0.1133 -0.1429 0.0580 0.000
C 2.9466 2.5895 1.3974 0.5563 -0.6114 -0.0639 0.017
C -0.5277 -2.0064 1.2179 0.0654 0.3625 0.2872 0.006
C -4.3512 0.9428 -4.3342 0.0032 -0.0908 -0.0350 0.000
C -1.3960 3.8645 2.2399 -0.2132 0.1949 0.0489 -0.003
H 6.9302 2.0636 -2.5370 -0.0380 -0.0041 -0.0359 0.000
O -0.3082 0.5248 3.5186 0.0816 0.2756 -0.0477 0.008
H 0.6809 -2.4386 -2.6755 -0.0179 -0.0545 0.0015 0.000
H 4.8329 0.1261 -1.9863 -0.0557 0.1097 0.0048 0.000
C -3.9021 -3.9367 -1.6661 0.0693 0.0525 -0.0077 0.000
H 1.9074 5.1462 -1.2596 0.0130 -0.0535 -0.0790 0.000
H 1.6471 1.2213 -5.8570 -0.0399 -0.0800 0.0552 0.000
C 1.4066 0.4013 -5.1869 0.0262 -0.0259 -0.0093 0.000
H -3.1327 -1.0877 -0.0243 -0.0106 0.0425 0.0870 0.000
C -3.0816 -1.8567 -0.7848 -0.0013 -0.0646 -0.0887 0.000
H 5.1567 -1.3508 0.8546 -0.0132 0.0374 0.0042 0.000
C -3.4460 3.0096 -3.5107 -0.0952 -0.1157 -0.0944 0.001
H 1.0309 4.5730 -2.6658 -0.0490 -0.0350 -0.0052 0.000
H 1.2208 2.3280 -1.2035 -0.0703 0.4124 -0.3539 0.003
C -2.4216 2.3383 -2.8043 0.1035 -0.0315 0.0504 0.003
C 2.9638 1.0714 -1.4113 -0.0427 -0.1295 0.0612 0.001
H 2.2623 -2.8143 -4.5394 0.0006 0.0365 0.0205 0.000
H -4.6751 -2.9812 0.1015 0.0132 0.0100 0.0051 0.000
H 4.1153 -0.1000 1.5421 0.0260 -0.0555 -0.0435 0.000
H -1.4285 -2.6856 -3.6079 0.0663 -0.0154 -0.0535 0.000
H -5.0750 0.3960 -4.9304 0.0588 0.0323 0.0618 0.000
C 2.5842 -2.0128 0.7074 -0.0935 -0.0260 0.0071 0.001
C -4.3870 2.3309 -4.2613 0.0947 0.1732 0.0979 0.000
S -1.2146 3.2561 -1.9683 0.2096 -0.0647 -0.1354 0.021
H -4.5786 -4.7819 -1.6100 0.0224 0.0274 -0.0088 0.000
C -0.6374 -2.1689 4.7113 -0.1774 0.1047 -0.0855 0.000
H 1.1561 -4.7644 5.9614 -0.0314 0.0346 -0.0188 0.000
H -3.3808 -0.8140 -3.6836 0.0329 -0.2306 0.0258 0.000
C -4.9930 -2.2684 4.0716 0.0189 0.0633 -0.0220 0.001
H 3.3475 -2.8850 -1.4110 0.0326 0.0955 -0.0024 0.000
N 2.8891 3.8330 1.8195 0.2040 0.8682 0.2854 0.016
C -2.4193 0.9256 -2.8522 -0.1615 0.1243 0.1245 -0.002
As -1.0660 -0.1035 -1.8282 -0.8018 -0.1242 -1.1826 0.010
H -3.4567 4.0920 -3.4607 -0.0086 -0.0395 0.0053 0.000
C 0.5015 -3.0704 7.1012 -0.0184 0.0866 0.0014 0.000
C -3.6483 -2.4857 3.8141 -0.0341 -0.0332 -0.0173 0.000
H 1.7362 -2.4715 0.2085 -0.0126 -0.0246 0.0114 0.000
C 6.1458 2.0094 -3.2988 -0.0347 -0.0060 0.0232 0.000
N -1.0625 -2.6340 2.3261 -0.0307 0.2425 -0.0240 0.002
C -0.7444 -1.4067 5.8766 0.0072 -0.0319 -0.0254 0.000
N 1.7316 2.1128 1.3272 -0.7659 0.5462 0.4395 0.017
C 4.2327 1.0237 -2.0168 0.1509 0.0512 -0.1127 -0.001
C 2.2436 2.2730 -1.5818 0.1433 -0.0672 -0.0369 0.001
N 1.6137 4.2545 2.0039 0.2182 0.0797 0.0330 0.042
C 0.6191 -3.8226 5.9441 -0.0268 0.0448 -0.0518 0.000
N 2.3885 0.0727 -0.6202 0.3632 -0.0485 0.0096 -0.011
C -2.7795 -1.4126 3.6194 0.1687 0.0337 0.2001 0.001
H 0.9419 -3.4219 8.0284 -0.0398 0.0332 -0.0568 0.000
Ti 0.5967 0.7525 0.1848 -0.0034 -1.4425 -0.5365 1.174
H -4.1883 2.4317 1.4358 0.0303 -0.0031 -0.0307 -0.001
H 0.1562 -3.9533 3.8446 0.0082 0.0457 0.1142 0.000
C -3.9547 -2.9302 -0.7068 0.0501 -0.0154 -0.0681 0.000
H -3.2689 -3.5047 3.7847 -0.0279 0.0830 0.0127 0.000
C 0.1761 -0.4457 -3.2945 0.1559 -0.0690 0.0409 0.000
H -2.6525 0.9347 0.3005 -0.0910 -0.2862 -0.2239 0.006
H 6.3217 2.8136 -4.0162 -0.0114 -0.0386 0.0388 0.000
O -0.3980 -2.5560 0.1428 0.1624 0.0201 -0.0771 0.003
H 2.2411 -1.5088 1.6105 -0.0168 0.0042 0.0515 0.001
H 3.8623 2.0731 1.1455 -0.1610 0.0442 -0.0048 0.001
N -0.1417 -0.7021 1.5448 -0.5037 -0.5414 0.6269 0.021
C 2.0319 4.7109 -2.2580 -0.0161 -0.1611 0.1065 0.000
H 3.2835 -2.8009 1.0014 -0.0188 0.0212 -0.0214 0.000
H -2.9374 -4.6146 -3.4596 0.0019 0.0386 0.0279 0.000
H 5.0761 0.2398 0.0846 -0.0240 -0.0655 0.0840 0.000
C -2.9799 -3.8429 -2.6984 0.0086 0.0440 0.0443 0.000
C 4.4904 -0.5211 0.6036 0.0164 0.1282 -0.0401 0.000